1.
Density functional theory data (wB97M-V/def2-TZVPD) for 2 unconnected molecules or ions with the total composition C5H6ClO2S.

XYZ file:
```
15
C5H6ClO2S wB97M-V/def2-TZVPD
C 0.294 -0.490 0.863
C 0.506 1.239 -1.420
C 0.387 0.223 2.025
C -0.291 2.239 -0.671
C -0.497 -2.550 -0.728
O 1.040 0.901 2.736
O -0.767 -0.440 1.954
S 0.819 -2.118 0.516
Cl 2.182 1.555 -0.935
H -0.258 3.181 -1.217
H 0.157 2.403 0.344
H -1.450 1.999 -0.643
H -0.358 -2.089 -1.610
H -1.370 -2.416 -0.216
H -0.394 -3.637 -0.998
```

For the HOMO-LUMO gap (alpha / beta), the calculation gives 6.401 / 6.397 eV. As for the charge: -1.

Atom-resolved charges from Löwdin, all expressed in e: -0.55 -0.49 -0.70 -0.35 -0.37 0.07 -0.02 0.76 0.45 0.05 0.04 0.10 -0.03 -0.01 0.04


2.
Density functional theory data (wB97M-V/def2-TZVPD) for a molecular structure, C27H26CrF7N2O6S3.

XYZ file:
```
72
C27H26CrF7N2O6S3 wB97M-V/def2-TZVPD
Cr 0.148 1.596 -0.742
C -1.530 -0.888 -2.536
C -0.418 -1.632 -1.791
C -0.252 -3.024 -2.411
C -0.686 -1.736 -0.304
C -1.588 -2.676 0.172
C -1.776 -2.856 1.530
C -1.023 -2.120 2.422
C -0.112 -1.159 1.997
C 0.728 -0.529 3.089
C 2.113 -1.189 3.122
C 0.872 0.988 3.068
C 0.009 -0.927 0.615
N 0.808 0.119 0.111
C 2.150 -0.099 -0.061
C 2.740 -1.347 -0.305
C 4.090 -1.435 -0.580
C 4.892 -0.304 -0.589
C 4.349 0.939 -0.292
C 3.002 1.011 -0.036
F 2.398 2.210 0.258
H -1.381 -1.000 -3.608
H -1.521 0.179 -2.304
H -2.503 -1.307 -2.287
H 0.512 -1.077 -1.947
H -1.216 -3.519 -2.489
H 0.407 -3.647 -1.813
H 0.166 -2.941 -3.411
H -2.143 -3.280 -0.527
H -2.481 -3.586 1.898
H -1.139 -2.294 3.481
H 0.227 -0.784 4.029
H 2.678 -0.952 2.225
H 2.019 -2.270 3.202
H 2.671 -0.828 3.983
H 1.399 1.340 2.190
H 1.432 1.299 3.947
H -0.100 1.466 3.091
H 2.122 -2.229 -0.297
H 4.524 -2.396 -0.809
H 5.937 -0.395 -0.835
H 4.941 1.839 -0.283
F 2.207 1.138 -5.308
C 3.062 1.615 -4.410
F 3.843 0.612 -4.007
F 3.824 2.523 -4.998
S 2.116 2.299 -2.939
O 1.432 1.126 -2.438
O 3.084 2.913 -2.104
N 1.156 3.318 -3.650
S -0.271 3.597 -3.090
O -0.814 2.501 -2.303
O -1.136 4.192 -4.035
C 0.024 4.841 -1.707
F 0.709 5.917 -2.049
F 0.719 4.156 -0.768
F -1.118 5.214 -1.148
O -6.019 -2.354 2.212
C -4.995 -1.923 2.976
O -4.775 -2.426 4.043
C -4.168 -0.825 2.412
C -3.505 0.030 3.292
C -2.674 1.021 2.820
C -2.426 1.130 1.451
S -1.320 2.363 0.861
C -3.097 0.289 0.569
C -3.972 -0.668 1.042
H -6.110 -1.841 1.398
H -3.662 -0.098 4.351
H -2.198 1.709 3.501
H -2.916 0.394 -0.487
H -4.463 -1.325 0.336
```

For the HOMO-LUMO gap (alpha / beta), the calculation gives 6.461 / 7.353 eV. As for the spin multiplicity: 2.

Atom-resolved charges from Löwdin, all expressed in e: 0.69 -0.04 -0.36 -0.06 -0.15 -0.04 -0.06 -0.02 -0.12 -0.34 -0.04 -0.06 -0.17 -0.08 -0.26 0.00 -0.06 -0.06 0.00 -0.23 0.03 0.09 0.05 0.09 0.11 0.08 0.08 0.08 0.11 0.12 0.12 0.13 0.06 0.09 0.08 0.05 0.09 0.02 0.12 0.11 0.11 0.13 0.15 -0.66 0.15 0.17 0.64 -0.33 -0.22 -0.25 0.64 -0.40 -0.20 -0.64 0.18 0.07 0.16 0.12 -0.50 0.12 -0.15 -0.01 -0.10 -0.61 0.74 -0.09 -0.03 0.10 0.13 0.10 0.09 0.12


3.
Density functional theory data (wB97M-V/def2-TZVPD) for 11 unconnected molecules or ions with the total composition C26H77N7O11.

XYZ file:
```
121
C26H77N7O11 wB97M-V/def2-TZVPD
C -3.504 0.290 2.927
C -4.501 1.336 2.508
O -3.761 2.539 2.151
H -3.846 -0.742 2.878
H -2.875 0.563 3.773
H -2.714 0.249 2.157
H -5.137 1.661 3.339
H -5.169 1.159 1.662
H -4.403 3.255 2.138
C 0.396 -4.321 2.713
C -0.883 -4.187 3.564
O -0.812 -2.955 4.272
H 0.615 -5.366 2.500
H 1.192 -3.828 3.274
H 0.362 -3.727 1.797
H -0.935 -5.066 4.215
H -1.811 -4.223 2.993
H -0.511 -3.140 5.165
C 0.766 0.461 0.073
C 0.888 -0.518 1.204
O 1.691 -1.665 0.852
H 0.242 -0.044 -0.741
H 1.716 0.950 -0.137
H 0.175 1.343 0.345
H -0.113 -0.865 1.479
H 1.462 -0.041 2.004
H 2.125 -1.993 1.648
C 0.520 2.655 3.064
C -0.229 3.562 4.032
O -1.387 4.129 3.447
H 0.862 3.164 2.160
H -0.040 1.762 2.796
H 1.468 2.409 3.558
H 0.353 4.362 4.488
H -0.520 2.909 4.872
H -1.887 3.382 3.092
C 5.141 -3.218 0.904
C 4.702 -2.244 2.015
O 3.788 -2.881 2.883
H 5.680 -4.094 1.280
H 5.909 -2.690 0.331
H 4.354 -3.629 0.272
H 4.216 -1.329 1.683
H 5.690 -1.950 2.394
H 4.021 -3.798 3.045
C 2.864 -0.499 5.514
C 1.595 -0.105 6.271
O 1.940 0.394 7.582
H 3.531 0.338 5.349
H 2.409 -0.853 4.573
H 3.262 -1.447 5.872
H 0.889 -0.926 6.381
H 1.103 0.728 5.759
H 2.165 1.320 7.469
C 2.715 -0.945 -2.329
O 3.348 -0.145 -1.634
N 2.651 -0.822 -3.685
N 2.066 -2.049 -1.893
H 3.120 -0.042 -4.107
H 2.214 -1.535 -4.233
H 1.823 -2.080 -0.896
H 1.700 -2.730 -2.526
C 4.816 2.980 0.017
O 5.205 3.856 0.784
N 4.641 3.172 -1.307
N 4.590 1.691 0.441
H 4.428 2.430 -1.951
H 4.603 4.099 -1.688
H 4.872 1.640 1.407
H 4.513 0.888 -0.162
C -2.522 1.216 -1.382
C -2.805 0.491 -2.687
C -3.208 1.341 -3.888
O -3.350 0.499 -5.041
C -2.464 0.843 -6.069
N -1.570 -0.272 -3.018
H -1.648 1.856 -1.513
H -2.180 0.396 -0.739
H -3.348 1.623 -0.801
H -3.602 -0.233 -2.484
H -2.530 2.180 -4.059
H -4.174 1.819 -3.691
H -1.450 1.129 -5.766
H -2.811 1.682 -6.687
H -2.335 0.002 -6.754
H -1.662 -0.493 -4.007
H -0.781 0.401 -2.995
C 1.616 4.015 -2.975
C 0.383 3.288 -3.534
C 0.208 3.635 -5.000
O 0.240 5.034 -5.155
C 0.462 5.459 -6.471
N 0.612 1.823 -3.391
H 2.421 3.956 -3.706
H 1.794 3.812 -1.922
H 1.329 5.074 -3.004
H -0.548 3.509 -3.009
H -0.779 3.271 -5.324
H 0.849 3.073 -5.694
H 1.254 4.937 -7.025
H 0.704 6.515 -6.566
H -0.442 5.254 -7.061
H 1.235 1.458 -4.103
H 1.112 1.716 -2.513
C -3.472 -4.353 -1.902
C -3.325 -3.231 -0.884
C -3.290 -3.782 0.532
O -4.492 -4.420 0.903
C -4.797 -4.305 2.281
N -2.119 -2.454 -1.095
H -2.589 -4.996 -1.941
H -3.639 -3.965 -2.908
H -4.321 -4.988 -1.644
H -4.268 -2.681 -1.031
H -3.049 -3.020 1.290
H -2.446 -4.476 0.661
H -4.002 -4.844 2.811
H -5.733 -4.781 2.556
H -4.770 -3.260 2.599
H -2.082 -1.809 -0.313
H -1.981 -1.930 -1.961
```

For the HOMO-LUMO gap, the calculation gives 9.023 eV. The SMILES is COC[C@H](C)N.COC[C@H](C)N.COC[C@H](C)N.NC(N)=O.NC(N)=O.CCO.CCO.CCO.CCO.CCO.CCO.

Results of the Löwdin charge analysis, in e, for atoms 1 through 99: -0.07 -0.28 -0.11 0.06 0.08 0.06 0.11 0.11 0.08 -0.07 -0.30 -0.09 0.07 0.06 0.06 0.11 0.07 0.08 -0.10 -0.26 -0.12 0.06 0.06 0.07 0.11 0.11 0.05 -0.09 -0.32 -0.08 0.08 0.06 0.07 0.11 0.10 0.04 -0.08 -0.31 -0.09 0.07 0.08 0.07 0.10 0.11 0.09 -0.08 -0.30 -0.09 0.08 0.06 0.07 0.10 0.09 0.07 -0.67 -0.01 0.15 0.18 0.10 0.09 0.07 0.10 -0.69 0.01 0.16 0.15 0.08 0.10 0.10 0.05 -0.05 -0.40 -0.18 -0.18 -0.14 0.03 0.07 0.05 0.08 0.13 0.11 0.13 0.06 0.09 0.09 0.06 0.03 -0.05 -0.39 -0.23 -0.17 -0.11 0.05 0.09 0.07 0.08 0.13 0.11 0.13


4.
Density functional theory data (wB97M-V/def2-TZVPD) for 2 unconnected molecules or ions with the total composition C5H14.

XYZ file:
```
19
C5H14 wB97M-V/def2-TZVPD
C 0.325 0.835 -1.217
C 1.167 -0.349 -1.668
C 0.109 1.813 -2.380
H 0.853 1.431 -0.468
H -0.589 0.458 -0.762
H 0.639 -0.886 -2.463
H 2.122 -0.053 -2.109
H -0.052 1.371 -3.352
H 0.995 2.453 -2.435
H 1.384 -1.086 -0.895
H -0.722 2.501 -2.204
C -0.597 -0.750 1.915
C -0.955 -1.457 3.198
H -1.480 -0.435 1.354
H -0.105 0.197 2.139
H 0.042 -1.273 1.206
H -1.439 -0.793 3.916
H -0.122 -1.940 3.714
H -1.683 -2.266 3.054
```

For the HOMO-LUMO gap, the calculation gives 12.512 eV. The SMILES is CCC.CC.

Atom-resolved charges from Löwdin, all expressed in e: -0.32 -0.13 -0.13 0.10 0.08 0.07 0.07 0.06 0.07 0.05 0.07 -0.19 -0.18 0.06 0.06 0.05 0.06 0.06 0.06


5.
Density functional theory data (wB97M-V/def2-TZVPD) for a molecular structure, C27H32FN4O2Sn.

XYZ file:
```
67
C27H32FN4O2Sn wB97M-V/def2-TZVPD
Sn 1.675 -0.229 -1.127
C -0.637 4.092 1.721
C -1.820 3.510 0.929
C -2.885 4.598 0.716
C -2.376 2.299 1.644
C -2.836 2.427 2.934
C -3.052 1.306 3.730
C -2.784 0.019 3.251
C -2.331 -0.200 1.976
C -2.208 -1.616 1.472
C -3.389 -1.998 0.563
C -0.864 -1.927 0.807
C -2.193 0.953 1.102
N -1.899 0.708 -0.169
C -2.445 1.374 -1.189
C -3.728 1.989 -1.105
C -4.335 2.494 -2.228
C -3.706 2.407 -3.469
C -2.444 1.811 -3.597
C -1.848 1.312 -2.481
F -0.597 0.787 -2.569
H -0.182 4.889 1.134
H 0.116 3.326 1.927
H -0.960 4.521 2.669
H -1.436 3.212 -0.046
H -3.403 4.844 1.641
H -3.625 4.283 -0.017
H -2.403 5.505 0.352
H -2.986 3.409 3.361
H -3.384 1.427 4.754
H -2.953 -0.825 3.907
H -2.284 -2.252 2.357
H -3.328 -1.483 -0.396
H -4.337 -1.750 1.039
H -3.383 -3.072 0.383
H -0.825 -1.567 -0.225
H -0.719 -3.007 0.786
H -0.045 -1.485 1.388
H -4.255 1.949 -0.161
H -5.319 2.938 -2.152
H -4.197 2.794 -4.351
H -1.958 1.746 -4.561
C 5.615 1.091 -3.674
O 5.486 1.768 -2.402
C 4.466 1.545 -1.642
O 3.528 0.760 -1.910
N 4.484 2.231 -0.495
N 3.437 2.082 0.420
H 6.623 1.308 -4.009
H 4.894 1.485 -4.386
H 5.480 0.019 -3.553
H 5.262 2.850 -0.308
H 3.051 2.997 0.629
H 3.809 1.711 1.289
N 2.326 -2.450 -0.715
C 2.640 -3.534 -0.455
C 3.002 -4.831 -0.079
C 3.564 -5.734 -0.996
C 3.916 -6.995 -0.563
C 3.700 -7.367 0.760
C 3.125 -6.480 1.666
C 2.787 -5.207 1.263
H 3.710 -5.438 -2.026
H 4.367 -7.695 -1.252
H 3.976 -8.359 1.092
H 2.955 -6.784 2.690
H 2.367 -4.490 1.955
```

For the HOMO-LUMO gap (alpha / beta), the calculation gives 6.198 / 6.216 eV. As for the charge: +3.

Atom-resolved charges from Löwdin, all expressed in e: 1.62 -0.04 -0.37 -0.02 -0.09 0.01 0.05 0.02 -0.09 -0.36 -0.03 -0.10 -0.13 0.22 -0.20 0.03 -0.02 0.03 0.04 -0.17 -0.05 0.09 0.08 0.09 0.12 0.09 0.07 0.10 0.14 0.14 0.14 0.14 0.07 0.10 0.10 0.02 0.09 0.07 0.14 0.14 0.14 0.14 0.03 0.05 -0.55 -0.22 0.04 0.05 0.11 0.11 0.10 0.19 0.11 0.11 0.03 -0.09 -0.22 0.00 -0.03 0.00 -0.03 -0.01 0.13 0.13 0.13 0.13 0.12


Table of relative energy (zero: lowest compared OMol25 entry of this formula, charge and spin) (kcal per mole), in record order: 156.1 10.9 18.6 4.2 35.8
Table of maximum force (eV Å⁻¹), in record order: 4.7 2.4 2.8 1.1 1.6
Table of E (Ha), in record order: -1202.81442 -4543.48918 -2247.65133 -198.88254 -1730.72811